{"formula": "C58H42BrGaOP2S", "method": "wB97M-V/def2-TZVPD", "charge": 2, "molar_mass_g_mol": 998.6, "homo_lumo_gap_ha": 0.2921, "lumo_energy_ev": -4.872, "e_tot_ev": -214695.526, "multiplicity": 1, "symbols": ["Ga", "O", "S", "C", "C", "C", "C", "C", "C", "C", "C", "C", "C", "P", "C", "C", "C", "C", "C", "C", "C", "C", "C", "C", "C", "C", "C", "C", "C", "C", "C", "C", "C", "C", "C", "C", "C", "C", "P", "C", "C", "C", "C", "C", "C", "C", "C", "C", "C", "C", "C", "C", "C", "H", "H", "H", "H", "H", "H", "H", "H", "H", "H", "H", "H", "H", "H", "H", "H", "H", "H", "H", "H", "H", "H", "H", "H", "H", "H", "H", "H", "H", "H", "H", "H", "H", "H", "H", "H", "Br", "C", "C", "C", "C", "C", "C", "C", "C", "C", "C", "H", "H", "H", "H", "H", "H"], "positions_angstrom": [[-0.05143, 0.07612, -0.90104], [1.45181, -0.80675, 1.72514], [0.19506, -0.00463, 1.69548], [-0.93771, -0.69379, 2.83181], [-0.78371, -0.41811, 4.17588], [-1.56948, -1.02018, 5.16782], [-2.49300, -1.94244, 4.76531], [-3.47484, -2.74693, 5.56852], [-4.08700, -3.74738, 4.56068], [-3.50632, -3.35122, 3.23349], [-3.68146, -3.88261, 1.98885], [-2.93666, -3.33019, 0.93944], [-2.04162, -2.27302, 1.06558], [-1.31668, -1.92791, -0.58101], [-2.75686, -1.56261, -1.62619], [-3.84615, -0.89780, -1.06000], [-4.89169, -0.46057, -1.85566], [-4.86898, -0.68906, -3.22322], [-3.79179, -1.35046, -3.79454], [-2.73561, -1.77368, -3.00502], [-0.52233, -3.48650, -1.02837], [0.56187, -3.84457, -0.22836], [1.23987, -5.02548, -0.46542], [0.83553, -5.85945, -1.49919], [-0.25332, -5.51468, -2.28503], [-0.93766, -4.33010, -2.05325], [-1.83602, -1.70815, 2.36517], [-2.59387, -2.29047, 3.40128], [0.60200, 1.62313, 2.22929], [-0.19713, 2.36859, 3.06741], [0.18348, 3.64036, 3.53395], [1.41357, 4.11110, 3.17132], [2.13436, 5.37727, 3.54429], [3.51807, 5.26680, 2.85743], [3.43751, 4.01295, 2.03322], [4.31828, 3.44388, 1.16103], [3.91481, 2.27510, 0.49173], [2.71273, 1.62782, 0.70436], [2.39134, 0.30011, -0.50702], [2.75527, 1.12433, -2.09601], [3.22873, 0.39129, -3.18527], [3.34927, 0.98278, -4.43005], [2.96354, 2.30366, -4.61446], [2.46320, 3.02996, -3.54457], [2.36519, 2.44670, -2.28949], [3.70549, -0.96426, -0.32429], [3.57479, -2.12047, 0.43896], [4.65205, -2.97149, 0.61728], [5.88472, -2.68111, 0.05493], [6.03336, -1.52469, -0.69201], [4.95690, -0.67544, -0.88081], [1.82906, 2.14266, 1.70507], [2.20903, 3.36531, 2.27990], [-0.02479, 0.28839, 4.47821], [-1.42550, -0.76010, 6.20488], [-4.23560, -2.08298, 5.98524], [-2.99216, -3.23967, 6.41195], [-5.17701, -3.71174, 4.54536], [-3.80790, -4.77621, 4.79496], [-4.34884, -4.70996, 1.79807], [-3.07711, -3.77263, -0.03940], [-3.88389, -0.71313, 0.00534], [-5.72651, 0.05671, -1.40476], [-5.69078, -0.35854, -3.84133], [-3.77437, -1.54055, -4.85759], [-1.89921, -2.26609, -3.48001], [0.86359, -3.20164, 0.59137], [2.07938, -5.29905, 0.15728], [1.36314, -6.78374, -1.68460], [-0.57953, -6.17112, -3.07779], [-1.80354, -4.09790, -2.65440], [-1.14074, 1.95886, 3.39972], [-0.47343, 4.18976, 4.19056], [2.21466, 5.48173, 4.62591], [1.57803, 6.24403, 3.18475], [4.32215, 5.17996, 3.58893], [3.74522, 6.13622, 2.24126], [5.28207, 3.87918, 0.94522], [4.58881, 1.88606, -0.26115], [3.51162, -0.64739, -3.06990], [3.73641, 0.41003, -5.25962], [3.05886, 2.76523, -5.58534], [2.15763, 4.05772, -3.68093], [1.98140, 3.03622, -1.46291], [2.64083, -2.36138, 0.91565], [4.52655, -3.86183, 1.21569], [6.72380, -3.34490, 0.20328], [6.98785, -1.27580, -1.13133], [5.11641, 0.21688, -1.46643], [0.02486, 0.15731, -3.55574], [-1.19379, 1.62681, -3.55441], [-1.51784, 2.16575, -4.76345], [-2.43804, 3.23557, -4.80287], [-3.00189, 3.68995, -3.64898], [-2.66996, 3.11816, -2.39748], [-3.30671, 3.55482, -1.21051], [-3.02237, 2.96866, -0.01485], [-2.04645, 1.95232, 0.05426], [-1.36481, 1.51110, -1.05445], [-1.71340, 2.07466, -2.31699], [-1.08829, 1.78092, -5.67525], [-2.69778, 3.67485, -5.75406], [-3.72386, 4.49209, -3.67322], [-4.03721, 4.34963, -1.27707], [-3.53028, 3.28460, 0.88249], [-1.85926, 1.51842, 1.03209]], "atomic_forces_ev_per_a": [[0.3, -0.2, 0.5], [0.0, 0.0, 0.1], [0.0, 0.0, -0.3], [0.0, 0.0, 0.0], [0.0, 0.0, 0.0], [0.0, 0.0, -0.1], [0.0, 0.0, 0.0], [-0.1, 0.0, 0.1], [-0.1, 0.0, 0.0], [0.0, 0.0, 0.0], [0.0, 0.1, 0.0], [0.0, 0.1, 0.0], [-0.2, -0.1, 0.0], [-0.2, -0.1, 0.0], [0.0, 0.0, 0.0], [0.0, 0.0, 0.1], [0.0, 0.0, 0.0], [0.1, 0.0, 0.0], [-0.1, 0.0, 0.0], [0.1, 0.0, 0.0], [0.0, 0.1, -0.1], [0.0, 0.1, 0.0], [0.0, 0.0, 0.0], [0.0, 0.0, 0.0], [0.0, 0.0, 0.0], [-0.1, 0.0, 0.0], [0.1, 0.1, 0.0], [0.0, -0.1, 0.0], [0.0, 0.1, 0.0], [0.0, 0.0, 0.0], [0.0, -0.1, -0.1], [0.0, 0.0, 0.0], [0.0, 0.1, 0.0], [0.0, 0.1, 0.0], [0.0, 0.0, 0.0], [-0.1, 0.0, 0.0], [0.1, 0.0, 0.0], [0.0, 0.0, 0.0], [0.0, 0.1, -0.2], [0.1, -0.2, 0.0], [0.1, -0.1, 0.1], [0.0, 0.1, -0.1], [0.0, -0.1, 0.1], [0.0, 0.0, 0.0], [-0.1, 0.1, 0.1], [0.0, 0.1, 0.0], [-0.2, -0.1, 0.0], [0.1, 0.0, 0.0], [-0.1, 0.0, 0.0], [0.0, 0.0, 0.0], [0.0, 0.1, 0.0], [-0.1, -0.1, 0.0], [0.1, 0.0, 0.0], [0.1, 0.0, 0.0], [0.0, 0.0, 0.1], [0.0, 0.0, 0.0], [0.0, 0.0, 0.0], [0.0, 0.0, 0.0], [0.0, 0.0, 0.0], [0.0, 0.0, 0.0], [0.0, 0.0, -0.1], [0.0, 0.0, 0.0], [0.0, 0.0, 0.0], [0.0, 0.0, 0.0], [0.0, 0.0, -0.1], [0.0, 0.1, 0.0], [0.0, 0.0, 0.0], [0.0, 0.0, 0.0], [0.0, 0.0, 0.0], [0.0, 0.0, 0.0], [0.0, 0.0, 0.0], [0.0, 0.0, 0.0], [-0.1, 0.0, 0.1], [0.0, 0.0, 0.0], [0.0, 0.0, 0.0], [0.0, 0.0, 0.0], [0.0, 0.0, 0.0], [0.1, 0.0, 0.0], [0.0, 0.0, 0.0], [0.0, 0.0, 0.0], [0.0, 0.0, -0.1], [0.0, 0.0, -0.1], [0.0, 0.0, 0.0], [0.0, 0.0, 0.0], [0.1, 0.1, 0.0], [0.0, -0.1, 0.0], [0.0, 0.0, 0.0], [0.1, 0.0, 0.0], [0.0, 0.0, -0.1], [0.0, -0.2, -0.1], [-0.1, 0.1, -0.1], [0.0, 0.0, 0.2], [0.1, -0.1, 0.0], [0.0, -0.1, 0.0], [0.0, 0.0, 0.1], [0.0, 0.0, 0.0], [0.1, 0.0, -0.1], [0.1, -0.1, 0.0], [-0.2, 0.4, 0.0], [0.0, -0.1, 0.0], [0.0, 0.0, -0.1], [0.0, 0.0, -0.1], [-0.1, 0.1, 0.0], [0.0, 0.0, 0.0], [-0.1, 0.0, 0.1], [0.0, 0.0, -0.1]]}